one:
{
  "formula": "C4H10N",
  "method": "wB97M-V/def2-TZVPD",
  "symbols": ["C", "C", "N", "C", "C", "H", "H", "H", "H", "H", "H", "H", "H", "H", "H"],
  "coordinates": [[2.0996, 0.1644, 0.0304], [0.7255, 0.7880, 0.1297], [-0.4012, 0.1019, 0.0076], [-1.6906, 0.7685, -0.0371], [-0.4800, -1.3326, 0.0969], [2.6355, 0.0057, 0.9218], [2.7072, 0.6375, -0.7283], [1.8402, -0.8243, -0.5472], [0.4116, 1.8328, 0.1453], [-1.4092, 1.8678, -0.1565], [-2.3994, 0.6682, -0.8486], [-2.3923, 0.4680, 0.7691], [-1.4077, -1.6982, 0.4766], [-0.5049, -1.6158, -0.9238], [0.2657, -1.8320, 0.6641]],
  "lowdin_charge": [0.0157, 0.0306, -0.1589, -0.0082, -0.0050, 0.0846, 0.0962, 0.1261, 0.1391, 0.1235, 0.1084, 0.1259, 0.1052, 0.1138, 0.1032],
  "homo_energy_ev": -16.3,
  "homo_lumo_gap_ha": 0.4226,
  "total_charge": 1,
  "smiles": "CC=[N+](C)C"
}


two:
{
  "formula": "C4H10N",
  "method": "wB97M-V/def2-TZVPD",
  "symbols": ["C", "C", "C", "N", "C", "H", "H", "H", "H", "H", "H", "H", "H", "H", "H"],
  "coordinates": [[-0.2711, -0.7400, 1.0320], [-0.2214, -1.2064, -0.4169], [-0.0304, 0.0380, -1.3057], [0.1217, 1.2147, -0.3419], [0.3746, 0.6342, 1.0351], [0.1974, -1.4360, 1.7145], [-1.2762, -0.6213, 1.4358], [-1.1241, -1.7225, -0.7389], [0.5924, -1.8703, -0.5752], [-0.9080, 0.2549, -1.8739], [0.8664, -0.0609, -1.9058], [-0.7235, 1.7786, -0.3840], [0.9187, 1.7855, -0.6109], [0.0218, 1.3148, 1.8064], [1.4616, 0.6366, 1.1295]],
  "lowdin_charge": [-0.1443, -0.1372, -0.0673, 0.0744, -0.0996, 0.1266, 0.1233, 0.1258, 0.1088, 0.1226, 0.1344, 0.1811, 0.1772, 0.1358, 0.1381],
  "homo_energy_ev": -16.4,
  "homo_lumo_gap_ha": 0.4713,
  "total_charge": 1,
  "smiles": "C1CC[NH2+]C1"
}


three:
{
  "formula": "C4H10N",
  "method": "wB97M-V/def2-TZVPD",
  "symbols": ["C", "C", "C", "N", "C", "H", "H", "H", "H", "H", "H", "H", "H", "H", "H"],
  "coordinates": [[1.0570, 0.7252, 0.1657], [0.5582, 0.1004, -1.1278], [-0.8358, -0.4014, -0.8281], [-1.0206, -0.3306, 0.6863], [0.3764, -0.0861, 1.2750], [2.1381, 0.6527, 0.2211], [0.6943, 1.7482, 0.2274], [0.5620, 0.8793, -1.8952], [1.1874, -0.6208, -1.6487], [-1.5981, 0.1554, -1.3681], [-1.0908, -1.4247, -1.1193], [-1.6860, 0.4283, 0.8517], [-1.3823, -1.2279, 1.0153], [0.2281, 0.4783, 2.1886], [0.8122, -1.0764, 1.3561]],
  "lowdin_charge": [-0.1454, -0.1667, -0.1023, 0.0720, -0.0706, 0.1309, 0.1253, 0.1251, 0.1268, 0.1332, 0.1350, 0.1838, 0.1790, 0.1341, 0.1399],
  "homo_energy_ev": -16.2,
  "homo_lumo_gap_ha": 0.4640,
  "total_charge": 1,
  "smiles": "C1CC[NH2+]C1"
}


Short version: two is the most stable of them.